Record 1
The following is a DFT calculation (the ωB97M-V functional and the def2-TZVPD basis) of C4H6N2S2 in the gas phase.

Results
Structure (SMILES)   S[C@@H]1C=NN=C[C@@H]1S
Largest force on an atom   7.03 eV/Å
HOMO-LUMO gap   8.65 eV

Structure (ORCA input):
```
! wB97M-V def2-TZVPD RIJCOSX def2/J DEFGRID3
* xyz 0 1
C -0.21022 -0.72136 0.46598
C -0.84573 0.41163 1.34251
C 0.19204 1.34944 -0.96321
C 0.83904 0.07971 -0.32014
H -1.92849 -2.34431 0.27470
H 0.08520 -1.41509 1.41306
H -1.43159 -0.24701 2.12686
H 0.39610 1.75448 -1.88747
H 1.57281 0.18529 0.60812
H 2.96939 -0.26292 -1.41432
N -1.10696 1.62890 0.98700
N -0.69475 2.07985 -0.26723
S -1.30380 -1.64881 -0.73866
S 1.46695 -0.84980 -1.62719
*
```



Record 2
The following is a DFT calculation (the ωB97M-V functional and the def2-TZVPD basis) of C4H6N2S2 in the gas phase.

Results
Structure (SMILES)   [H]/N=C1\NC(=S)C[C@@H]1S
Largest force on an atom   7.74 eV/Å
HOMO-LUMO gap   8.34 eV

Structure (ORCA input):
```
! wB97M-V def2-TZVPD RIJCOSX def2/J DEFGRID3
* xyz 0 1
C -0.94243 -0.43743 0.77975
C 0.28149 -1.15721 0.49046
C 1.33187 0.01798 0.02372
C -0.58884 1.02136 0.28113
H -2.70998 0.59353 -0.42397
H -1.26626 -0.61715 1.77056
H 0.60728 -1.69095 1.48830
H -0.03289 -1.89624 -0.42213
H 1.06382 2.08499 0.48072
H -1.13269 2.67359 -0.69564
N 0.70916 1.23734 0.38327
N -1.55520 1.81772 -0.26503
S -2.37746 -0.88875 -0.41273
S 2.93374 -0.31133 -0.36701
*
```



Record 3
The following is a DFT calculation (the ωB97M-V functional and the def2-TZVPD basis) of C4H6N2S2 in the gas phase.

Results
Structure (SMILES)   S=C1N[C@@H]2[C@H](S)[C@@H]2N1
Largest force on an atom   3.34 eV/Å
HOMO-LUMO gap   8.93 eV

Structure (ORCA input):
```
! wB97M-V def2-TZVPD RIJCOSX def2/J DEFGRID3
* xyz 0 1
C -1.32857 0.09195 -0.08480
C -0.33388 -0.79372 0.64473
C 1.58941 0.25717 -0.08650
C -0.35162 -0.79018 -0.83608
H -1.45140 2.26003 1.10506
H -2.34089 -0.31169 -0.15318
H -0.82919 -1.41814 1.39898
H 1.10986 0.03805 1.90578
H 1.09495 -0.07850 -2.11650
H -0.61331 -1.74201 -1.29264
N 0.91483 -0.24799 0.98382
N 0.84637 -0.24769 -1.17364
S -1.29699 1.87226 -0.18914
S 2.99044 1.11047 -0.10588
*
```



Record 4
The following is a DFT calculation (the ωB97M-V functional and the def2-TZVPD basis) of a molecular structure, C4H6N2S2.

Results
Largest force on an atom   6.48 eV/Å
HOMO-LUMO gap   8.86 eV

Structure (ORCA input):
```
! wB97M-V def2-TZVPD RIJCOSX def2/J DEFGRID3
* xyz 0 1
C 2.13787 -0.68714 0.60653
C 2.08307 -1.93918 1.11667
C 0.15466 -1.18186 0.12332
C -1.61146 1.85038 -0.52033
N 0.94683 -0.22032 0.07550
N -1.90484 0.69374 -1.30914
S 0.54912 -2.63704 0.85215
S -2.05846 -0.77403 -0.56880
H 2.91764 0.05004 0.90555
H 2.85655 -2.37213 1.82884
H -2.14631 1.85252 0.37626
H -0.47907 1.78076 -0.31893
H -1.97041 2.65682 -1.00092
H -1.47518 0.92745 -2.16670
*
```



Record 5
The following is a DFT calculation (the ωB97M-V functional and the def2-TZVPD basis) of C4H6N2S2 in the gas phase.

Results
Structure (SMILES)   [H]/N=C/N(S)C(=C)C=S
Largest force on an atom   3.11 eV/Å
HOMO-LUMO gap   8.28 eV

Structure (ORCA input):
```
! wB97M-V def2-TZVPD RIJCOSX def2/J DEFGRID3
* xyz 0 1
C -0.82768 1.32515 -0.13173
C 0.47821 -0.63876 -0.01550
C 0.53957 -1.68974 0.71798
C 1.59456 0.02328 -0.74588
H -2.83937 -1.12762 0.65950
H -1.69126 1.73997 -0.69014
H 0.12249 3.01090 0.36235
H -0.29850 -2.02551 1.29260
H 1.55649 -2.09358 0.85409
H 1.18845 0.74795 -1.44837
N -0.78211 -0.04535 -0.31182
N 0.14383 1.92632 0.49777
S -2.28942 -0.78094 -0.59826
S 3.10475 -0.37206 -0.44260
*
```



Record 6
The following is a DFT calculation (the ωB97M-V functional and the def2-TZVPD basis) of C4H6N2S2 in the gas phase.

Results
Structure (SMILES)   S=C1NN[C@@H]2C[C@@H]2S1
Largest force on an atom   5.41 eV/Å
HOMO-LUMO gap   8.75 eV

Structure (ORCA input):
```
! wB97M-V def2-TZVPD RIJCOSX def2/J DEFGRID3
* xyz 0 1
C 2.02660 -0.15952 -0.20555
C -0.93875 0.45238 -0.26519
C -1.67575 -0.64440 0.46201
C -0.69117 -0.95475 -0.58265
H 1.95447 1.80100 -0.37685
H 0.15076 1.17296 1.34537
H -1.58354 0.99059 -1.08175
H -2.75871 -0.79057 0.28869
H -1.27977 -1.01747 1.56915
H -1.08843 -1.49912 -1.45344
N 1.34346 1.11295 -0.25714
N 0.14681 1.39043 0.37378
S 3.60604 -0.42401 0.07641
S 0.78798 -1.43048 0.10717
*
```



Record 7
The following is a DFT calculation (the ωB97M-V functional and the def2-TZVPD basis) of C4H6N2S2 in the gas phase.

Results
<S²>   2.022
Largest force on an atom   7.93 eV/Å
HOMO-LUMO gap (alpha / beta)   5.29 / 7.58 eV

Structure (ORCA input):
```
! wB97M-V def2-TZVPD RIJCOSX def2/J DEFGRID3
* xyz 0 3
C -2.33169 0.13271 0.66775
C -0.13415 0.60769 -0.22774
C -0.49316 -0.71247 -0.14683
C 1.36697 1.03283 -0.70767
N -1.78971 -0.94174 0.33757
N 0.14962 -1.77336 -0.70456
S -1.47243 1.60075 0.34702
S 2.47481 0.95209 0.83722
H -3.28870 0.26735 1.14885
H 1.48813 0.22831 -1.33841
H 1.37168 1.99285 -1.27085
H 1.14498 -1.65594 -0.56722
H -0.02079 -2.69874 -0.30434
H 1.53444 0.96768 1.92921
*
```



Record 8
The following is a DFT calculation (the ωB97M-V functional and the def2-TZVPD basis) of a molecular structure, C4H6N3.

Results
Largest force on an atom   4.20 eV/Å
HOMO-LUMO gap   8.69 eV

Structure (ORCA input):
```
! wB97M-V def2-TZVPD RIJCOSX def2/J DEFGRID3
* xyz 1 1
C 1.90101 0.71421 -0.24125
C 0.35973 0.22398 0.96562
C 0.34759 -0.57100 -0.41745
C -0.85968 -0.40060 -1.35191
N 1.65112 1.16435 0.91294
N 1.67849 -0.17041 -1.03657
N -0.52230 0.42057 1.89993
H 0.61799 -1.64663 -0.17529
H -1.36959 0.57083 -1.39444
H -1.50249 -1.20309 -1.28658
H -0.29067 -0.38693 -2.33472
H -1.47514 0.02501 2.06370
H -0.53606 1.25971 2.39602
*
```



no.,electronic energy (hartree)
1,-1061.728378
2,-1061.805574
3,-1061.868110
4,-1061.793537
5,-1061.808787
6,-1061.780318
7,-1061.738591
8,-319.863154